Below is a 9-piece molecular cluster, C22H63ClN3O17 overall in a non-equilibrium geometry, with properties calculated with the ωB97M-V functional and the def2-TZVPD basis.

Geometry (Å):
Cl -0.825 1.002 1.971
O 2.453 3.454 -2.970
O -0.907 0.518 3.342
O -1.393 3.244 5.664
O -5.308 1.058 4.664
O 4.453 4.175 1.496
O -1.226 -5.643 2.212
O 1.891 1.905 4.886
O -1.048 2.445 1.967
O -4.861 -0.162 1.668
O -0.733 -1.113 -2.799
O 1.534 -0.762 5.664
O 0.446 0.627 1.425
O 2.372 -1.559 0.984
O 2.427 -3.316 3.165
O 2.275 0.640 -6.233
O -3.775 -5.139 -1.968
O -1.822 0.340 1.197
N -0.469 -0.138 -5.494
N -2.517 -3.082 0.795
N 2.185 4.061 -0.104
C -2.487 -4.119 -0.226
C -4.555 -0.636 2.960
C 2.149 3.568 1.262
C -3.652 -3.960 -1.192
C 3.331 0.998 -7.074
C 1.255 3.842 -2.348
C 5.311 5.261 1.756
C 0.102 1.192 -5.298
C -1.371 -4.300 2.661
C 3.204 4.260 2.141
C -4.348 -5.028 -3.236
C 1.155 1.494 -6.349
C 2.784 4.212 -4.101
C -4.221 0.447 3.988
C 1.179 3.334 -0.908
C -1.340 -3.153 1.682
C -0.010 -5.859 1.505
C -1.767 -0.294 -4.791
C -0.172 -0.817 -1.534
C 1.362 -1.630 4.550
C 2.679 -2.327 4.164
C -1.667 -0.175 -3.251
H -1.410 0.871 -3.046
H -3.682 1.191 3.387
H 3.583 2.062 -7.023
H -3.686 -3.013 -1.742
H -0.405 -3.078 1.104
H -0.483 -4.138 3.289
H -4.581 -3.933 -0.598
H 1.592 -1.033 1.220
H 0.951 -1.079 3.707
H -1.413 -2.228 2.263
H 3.019 -0.916 0.675
H 4.805 6.205 1.514
H -3.454 0.072 4.675
H -2.523 -2.136 0.430
H 0.806 -5.702 2.218
H 3.380 3.549 -4.728
H -2.504 -5.106 0.225
H 0.190 0.203 -1.387
H 0.085 -0.810 -4.960
H -2.631 -0.403 -2.783
H 3.232 -2.745 5.005
H 3.160 0.671 -8.105
H -5.395 -1.216 3.362
H 3.250 3.763 3.121
H 1.175 3.765 1.706
H -2.132 -1.310 -4.956
H 0.751 1.319 -7.360
H -5.141 2.001 4.634
H 0.409 3.344 -2.851
H 4.234 0.477 -6.747
H 0.674 -1.489 -1.400
H -5.439 -5.001 -3.144
H -3.984 -4.175 -3.824
H 1.439 2.556 -6.349
H -0.699 1.891 -5.566
H 0.051 -5.216 0.628
H 1.366 1.742 4.093
H 1.906 4.570 -4.644
H 2.906 5.258 2.493
H -1.472 2.660 4.899
H -2.444 0.403 -5.287
H 6.255 5.164 1.233
H 3.332 -1.585 3.692
H 3.085 3.828 -0.514
H 1.081 4.921 -2.317
H 0.642 -2.422 4.776
H -4.089 -0.242 1.105
H -3.709 -1.319 2.841
H 0.023 -6.911 1.226
H 0.471 1.319 -4.278
H 3.401 5.105 -3.948
H 2.428 -2.797 2.341
H -4.039 -5.872 -3.857
H 1.900 1.044 5.348
H 0.223 3.730 -0.561
H -0.671 3.837 5.435
H 5.464 5.326 2.845
H 2.449 2.520 1.374
H -2.301 -4.256 3.223
H 1.288 2.247 -0.897
H 1.661 -1.314 6.441
H -1.548 -4.020 -0.796
H -0.907 -1.014 -0.750

Properties
Strongest force on any atom (Eh/bohr): 0.0413
2S+1: 1
E (eV): -75626.324
Net charge: -1
Energy above the lowest of the compared OMol25 structures with the same formula, charge and spin (kcal per mole): 0.0
HOMO (eV): -6.5
Gap between HOMO and LUMO (hartree): 0.326



Below is C22H63Li4N7O13 as an isolated structure in a non-equilibrium geometry, with properties calculated with the ωB97M-V functional and the def2-TZVPD basis.

Geometry (Å):
O 0.798 4.962 -1.240
O -1.930 2.353 0.224
O -1.014 -5.791 -6.910
O -6.966 3.744 4.026
O -3.896 -3.307 3.142
O 0.690 -1.933 2.292
O 10.371 -1.039 -1.204
O -0.973 2.997 -2.241
O -3.607 -0.277 1.314
O -2.298 -3.945 -0.555
O -0.976 -2.106 -3.981
O 4.203 1.105 0.448
O -1.686 3.427 4.891
N 6.919 0.328 -0.894
N 0.247 -2.787 -6.805
N 0.323 4.667 0.917
N 1.885 6.048 0.432
N -1.925 -3.043 3.998
N -2.757 -5.107 3.869
N -3.683 2.298 3.509
C -1.449 -1.620 -5.269
C 0.350 -3.913 -7.747
C 11.757 -0.509 -1.249
C -3.179 1.445 4.589
C 9.434 -0.050 -0.855
C -2.135 3.791 6.165
C 4.505 0.488 -0.920
C 8.006 -0.661 -0.699
C -1.146 -2.735 -6.319
C 0.997 5.254 -0.059
C -1.320 -1.427 -2.788
C -5.102 2.461 3.497
C -7.686 4.898 4.538
C -2.235 -0.229 0.986
C -1.153 -7.137 -6.420
C -2.907 -3.819 3.647
C 0.348 -5.332 -7.039
C -1.697 2.002 4.756
C -1.397 1.188 0.854
C 3.211 2.085 0.398
C 5.693 -0.416 -0.887
C -5.667 3.459 4.507
Li -3.258 3.488 -1.037
Li -4.628 -1.881 2.073
Li -5.085 0.092 -0.102
Li -3.711 1.902 1.401
H 4.838 1.332 -1.525
H -2.152 4.877 6.254
H -3.515 -5.660 3.496
H -0.247 3.929 0.529
H -5.729 1.570 3.475
H -2.024 -7.645 -6.833
H -3.439 0.441 4.253
H -1.352 -3.658 -5.778
H 0.896 -2.830 -6.032
H 9.568 0.886 -1.398
H -0.920 -0.412 -2.772
H -1.953 -2.040 4.112
H -0.334 -7.811 -6.670
H 12.246 -0.294 -0.299
H 7.998 -1.391 -1.508
H 11.919 0.364 -1.881
H -0.390 3.720 -2.007
H -1.248 -7.080 -5.335
H -1.813 -2.576 -7.166
H -8.738 4.792 4.270
H -0.884 -1.945 -1.933
H -3.155 3.146 3.652
H -7.609 5.066 5.613
H -2.520 -1.419 -5.280
H 6.802 0.737 0.022
H -0.496 0.966 0.282
H -3.722 1.602 5.521
H 3.660 -0.052 -1.347
H 2.695 6.267 -0.131
H -1.320 1.605 5.699
H 0.856 -5.969 -7.763
H -2.395 -1.423 -2.608
H 3.558 2.891 -0.249
H 5.653 -1.028 0.014
H 9.579 0.248 0.183
H 7.839 -1.236 0.212
H -7.357 5.834 4.087
H 0.823 -5.338 -6.059
H -1.534 3.375 6.974
H -0.890 -0.716 -5.513
H -4.979 4.301 4.572
H -5.639 2.931 5.461
H -1.204 -3.615 4.412
H 5.642 -1.159 -1.682
H 0.352 -2.828 2.269
H 2.426 1.516 -0.100
H -0.200 -3.827 -8.684
H -1.204 2.595 -1.403
H -2.094 -5.394 4.575
H -1.122 1.460 1.873
H 0.683 -1.650 1.378
H -1.658 -0.949 1.566
H 1.891 6.405 1.377
H -3.203 3.573 6.191
H -2.705 -4.803 -0.669
H 0.740 4.642 1.837
H -1.040 1.638 3.966
H -3.002 -3.320 -0.726
H 1.345 -3.720 -8.150
H 2.940 2.550 1.346
H -5.311 3.046 2.601
H 12.230 -1.323 -1.798
H -2.353 -0.614 -0.026

Properties
Strongest force on any atom (Eh/bohr): 0.0983
2S+1: 2
E (eV): -61676.798
Net charge: +3
HOMO (spin up / spin down) (eV): -12.9 / -12.9
⟨S²⟩: 0.7546
Gap between HOMO and LUMO (spin up / spin down) (hartree): 0.136 / 0.085



Below is a 11-piece molecular cluster, C22H65O11 overall in a non-equilibrium geometry, with properties calculated with the ωB97M-V functional and the def2-TZVPD basis.

Geometry (Å):
O -3.665 -1.974 2.502
O 1.492 0.928 -3.454
O -2.257 -4.402 -3.214
O -2.816 5.312 0.858
O -4.155 1.601 -3.615
O 3.032 -1.965 -2.333
O 3.715 2.093 0.571
O 2.006 0.202 -0.681
O 0.375 1.556 5.521
O 4.955 -0.886 2.222
O -0.482 -5.669 -1.568
C -4.050 -1.335 0.159
C 2.799 -3.851 -3.861
C -3.183 -1.187 1.425
C 3.866 -1.069 3.124
C -1.730 -2.147 -2.601
C -0.033 2.343 -4.673
C 0.697 -3.898 -0.422
C -0.228 0.567 4.681
C -2.713 -3.288 -2.467
C -1.728 5.742 1.658
C 0.531 -5.419 -0.628
C 3.372 2.984 1.562
C 0.143 0.901 0.834
C 2.494 -2.351 -3.593
C -0.769 4.593 1.644
C 0.123 1.334 -3.611
C -4.524 1.565 -2.251
C 4.621 3.757 2.011
C -3.276 1.650 -1.368
C 0.981 -0.235 0.201
C 3.689 0.049 4.194
C -1.586 1.045 4.146
H 2.808 -0.240 4.768
H -3.482 1.327 -0.348
H -4.992 -0.794 0.248
H -2.104 5.885 2.671
H 0.825 1.704 1.115
H -5.010 0.620 -2.009
H 2.505 -1.275 -1.923
H 4.481 0.056 4.942
H 0.511 0.382 3.901
H 2.943 1.616 0.260
H 5.327 2.992 2.333
H -0.480 4.176 0.680
H -2.726 -3.632 -1.433
H -1.483 2.066 3.780
H -0.535 1.279 0.069
H -3.720 -3.003 -2.773
H -0.319 -0.327 5.298
H -3.571 -0.890 -0.713
H 3.875 -4.022 -3.865
H 1.121 -3.439 -1.315
H 5.737 -1.191 2.688
H -0.699 -2.441 -2.406
H -0.406 0.468 1.670
H 1.365 -0.832 1.029
H -3.624 -2.901 2.254
H 4.439 4.427 2.851
H 2.348 -4.503 -3.113
H 2.942 2.442 2.404
H 1.603 0.743 -2.518
H 4.063 -2.035 3.591
H -3.360 4.781 1.444
H -2.152 -1.435 1.174
H -2.488 0.963 -1.675
H 0.382 2.052 -5.638
H -3.254 -0.117 1.619
H -1.506 -4.783 -2.753
H 1.419 -2.193 -3.686
H -1.077 2.558 -4.900
H 2.939 -1.165 2.560
H -0.253 1.763 -2.682
H 1.435 -5.937 -0.948
H 2.647 3.673 1.129
H 0.200 4.751 2.120
H -4.237 -2.379 -0.094
H -0.556 -6.624 -1.637
H 1.372 -3.593 0.377
H -2.306 1.119 4.961
H -1.959 -1.257 -2.014
H 2.976 -1.706 -4.328
H -1.221 6.626 1.270
H -0.250 -3.385 -0.251
H -1.729 -1.880 -3.658
H 2.383 -4.131 -4.829
H 0.578 3.214 -4.439
H -2.838 2.648 -1.349
H -3.645 2.401 -3.762
H -0.482 0.452 -3.822
H 0.237 -5.892 0.310
H 3.638 1.058 3.784
H 0.979 1.171 6.160
H -1.336 3.807 2.142
H 0.291 -0.927 -0.282
H 5.001 4.384 1.205
H -5.252 2.320 -1.954
H -2.018 0.461 3.333

Properties
Strongest force on any atom (Eh/bohr): 0.0416
2S+1: 2
E (eV): -46384.480
Net charge: 0
HOMO (spin up / spin down) (eV): -9.8 / -9.8
⟨S²⟩: 0.7541
Gap between HOMO and LUMO (spin up / spin down) (hartree): 0.368 / 0.249



Below is a 12-piece molecular cluster, C22H66Cl3N3O16P overall in a non-equilibrium geometry, with properties calculated with the ωB97M-V functional and the def2-TZVPD basis.

Geometry (Å):
Cl 5.530 -2.460 0.426
Cl 2.114 -1.386 1.686
Cl 3.659 -0.376 -0.768
P -2.126 -1.341 -0.224
O -0.083 1.898 1.207
O -1.763 0.214 -0.357
O 0.608 1.688 5.442
O -7.049 -7.306 -3.021
O 4.861 3.986 -3.944
O -0.844 6.038 -0.107
O 3.380 -7.883 0.109
O 0.249 0.219 -4.690
O 2.364 8.701 -0.202
O -4.731 -5.826 -0.263
O 2.369 0.794 -5.188
O -1.954 3.270 4.576
O -5.351 3.505 5.663
O 0.484 -5.041 0.214
O -2.357 -1.797 -1.757
O 3.069 5.837 2.196
N 1.846 -2.215 0.168
N 0.687 -0.743 -1.346
N -0.505 -2.073 0.192
C -2.424 1.941 4.394
C 2.992 -2.028 -0.774
C 4.649 4.296 -5.319
C -6.007 4.154 4.574
C -7.870 -6.716 -4.029
C -0.027 3.326 0.987
C 3.550 -4.291 0.331
C 3.471 4.643 2.857
C -0.585 -3.130 1.221
C 4.112 -3.111 -0.429
C -1.829 -4.679 -0.390
C -5.562 -5.264 -1.281
C 0.021 6.845 0.710
C 1.355 1.023 -4.521
C 3.648 8.641 -0.820
C 1.316 2.192 -3.565
C 0.364 -1.196 -2.721
C 1.429 1.238 4.384
C 0.628 -1.684 -0.327
C 4.530 -8.385 0.791
C -0.756 -4.531 0.673
C -0.434 -0.148 -3.507
H 4.468 -3.469 -1.386
H 3.592 4.190 -5.579
H -5.615 2.582 5.651
H -5.339 -5.713 -2.247
H 3.722 6.032 1.521
H 4.011 9.641 -1.069
H -7.655 -7.146 -5.009
H 4.949 5.326 -5.492
H -5.714 5.200 4.590
H -5.357 -4.194 -1.323
H -1.804 1.469 3.633
H 0.300 -5.748 -0.406
H 0.203 0.110 -1.091
H 0.898 0.505 3.759
H -1.069 -5.140 1.524
H -3.464 1.942 4.056
H 4.593 3.073 -3.817
H 3.301 -4.046 1.355
H -4.921 -6.766 -0.232
H -0.168 2.113 5.059
H -1.360 -0.603 -3.833
H 2.675 -2.244 -1.783
H -5.707 3.716 3.618
H -0.565 7.368 1.471
H 1.303 -1.316 -3.260
H -0.135 -2.159 -2.757
H 0.559 7.566 0.097
H 4.375 8.149 -0.167
H 0.398 2.322 -3.008
H -7.092 4.088 4.679
H -2.765 -4.271 -0.031
H 4.289 -5.083 0.319
H -1.411 0.585 0.478
H 2.308 0.763 4.812
H -3.297 -1.655 -1.920
H 2.459 9.211 0.607
H 0.278 -3.093 1.872
H 5.249 3.639 -5.952
H 0.051 3.849 1.940
H -7.648 -5.652 -4.053
H 3.518 3.803 2.155
H -1.454 -2.915 1.833
H 0.824 3.577 0.354
H -2.507 3.685 5.247
H -7.247 -8.246 -3.000
H -2.341 1.374 5.325
H 1.480 3.085 -4.159
H 2.730 4.425 3.623
H -1.957 -5.712 -0.686
H 0.730 1.639 1.649
H 4.446 4.766 3.335
H -1.498 -4.155 -1.286
H 2.688 -4.655 -0.212
H 5.408 -7.961 0.312
H -0.715 0.702 -2.891
H -8.929 -6.852 -3.798
H 0.737 6.190 1.199
H 4.521 -8.089 1.843
H -6.614 -5.418 -1.046
H 1.754 2.083 3.764
H 2.179 2.102 -2.916
H -1.469 6.627 -0.533
H 3.547 8.064 -1.736
H -0.940 3.630 0.490
H 4.581 -9.473 0.722
H 2.607 -8.261 0.533

Properties
Strongest force on any atom (Eh/bohr): 0.0598
2S+1: 1
E (eV): -107959.320
Net charge: +1
HOMO (eV): -11.6
Gap between HOMO and LUMO (hartree): 0.272